1.
149
Properties=species:S:1:pos:R:3:forces:R:3:lowdin_charge:R:1 method="wB97M-V/def2-TZVPD" fmax_ev_per_a=1.87 gap_ev=4.1 energy_ha=-8503.701761 total_charge=-1 e_above_lowest_kcal_mol=35.3
C 0.52061 1.46436 -1.55305 -0.7 -0.4 0.1 -0.092
C -1.03438 1.67670 -1.52769 1.3 -0.2 1.3 -0.385
O -1.65452 0.42431 -1.71227 -0.3 0.7 -0.8 -0.501
P -2.69308 0.27975 -3.08135 -1.3 -0.2 0.3 0.004
S -1.08021 0.86804 -4.49687 0.8 0.7 -1.3 0.284
P -2.06724 -1.84135 -3.28343 1.6 -0.7 -0.6 0.715
C -1.46843 -2.63362 -1.69786 -0.6 -1.1 0.1 -0.359
C -3.33940 -2.89591 -4.14919 -0.1 -0.4 0.7 -0.372
P -4.43918 -0.23360 -1.74021 -1.6 -0.8 -0.4 0.517
N -5.52086 -1.18008 -2.43157 0.6 0.8 0.6 -0.227
O -3.92442 -0.91956 -0.28365 0.0 1.5 -0.6 -0.261
O -5.19396 1.23040 -1.30947 1.1 -0.8 0.2 -0.282
H 1.04587 2.26650 -2.09234 0.0 -0.2 0.3 0.069
H 0.74625 0.48965 -2.03322 -0.3 0.8 0.0 0.035
H 0.86487 1.34614 -0.51337 0.1 0.5 -0.7 0.021
H -1.37183 2.49029 -2.18805 -0.1 -0.5 -0.2 0.070
H -1.26725 2.00269 -0.49039 -0.1 0.0 -0.5 0.104
H -3.54674 0.09028 -4.23617 -0.2 -0.2 0.2 -0.071
H -3.16461 1.63562 -3.00631 0.5 0.1 0.2 -0.044
H -1.58874 0.46197 -5.70569 0.1 0.0 0.9 -0.233
H -2.25981 -2.95305 -0.99184 0.3 0.3 -0.1 0.005
H -0.73501 -2.01999 -1.15956 -0.4 0.2 -0.4 0.010
H -0.93276 -3.56270 -1.98676 -0.3 0.4 0.0 0.015
H -2.80927 -3.68833 -4.70193 0.0 0.4 0.2 -0.008
H -4.07298 -3.35884 -3.46575 0.0 0.4 -0.4 0.005
H -3.83735 -2.26862 -4.90465 0.1 -0.1 0.5 0.014
H -6.39656 -0.64885 -2.46850 0.2 -0.4 0.1 -0.092
H -4.22985 -1.82336 -0.24765 -0.5 -0.4 -0.2 0.021
H -5.28842 1.23876 -0.35641 -0.2 0.0 0.4 0.026
C -1.86896 -4.86327 -8.93335 -0.1 -0.1 -0.1 -0.280
S -1.08424 -3.38413 -8.26172 -0.1 0.2 0.3 0.804
O -1.49844 -3.26913 -6.83626 0.1 -0.2 -0.4 -0.548
C -2.07897 -2.20371 -9.18948 0.1 -0.2 0.1 -0.296
H -1.42493 -5.73252 -8.45094 0.0 0.1 0.0 0.043
H -2.93984 -4.83972 -8.72813 0.0 0.1 0.0 0.055
H -1.69067 -4.91368 -10.00849 0.0 0.0 0.0 0.045
H -3.13291 -2.35105 -8.96454 0.0 -0.1 0.0 0.047
H -1.90170 -2.32816 -10.25686 0.0 0.0 0.0 0.049
H -1.77979 -1.20223 -8.88808 0.1 -0.1 0.1 0.044
C 2.52565 -1.42859 1.52092 0.0 0.0 0.0 -0.248
S 1.83065 0.16947 1.97629 0.1 0.0 0.0 0.840
O 2.34108 1.17061 0.98930 0.3 -0.2 0.4 -0.565
C 2.78900 0.37792 3.48686 0.1 -0.1 0.0 -0.268
H 2.08836 -1.73388 0.57126 0.0 0.1 0.0 0.049
H 3.60648 -1.34684 1.41051 0.0 0.1 -0.1 0.035
H 2.27710 -2.16438 2.28702 0.0 0.1 0.0 0.058
H 3.85569 0.34906 3.25444 0.0 0.0 -0.1 0.051
H 2.53544 -0.41196 4.19470 -0.1 0.1 0.0 0.021
H 2.53834 1.34444 3.92067 -0.1 0.0 -0.1 0.038
C -3.89477 1.70426 -9.45402 0.1 0.0 0.0 -0.258
S -4.82600 0.21822 -9.86505 0.1 -0.1 0.0 0.820
O -3.92587 -0.66229 -10.66689 -0.3 0.4 -0.1 -0.563
C -5.95806 1.01678 -11.01894 0.0 0.1 -0.1 -0.276
H -3.09846 1.42717 -8.76506 -0.1 -0.1 0.0 0.050
H -3.46285 2.13293 -10.35907 0.0 -0.1 0.0 0.058
H -4.55571 2.42433 -8.97123 0.0 -0.1 0.0 0.055
H -5.39412 1.48916 -11.82402 0.1 0.0 0.0 0.054
H -6.55327 1.75960 -10.48716 0.0 0.0 0.0 0.051
H -6.61532 0.25434 -11.43325 0.0 0.0 0.1 0.046
C 2.82184 -1.05431 -3.09329 0.1 0.0 0.1 -0.250
S 3.36393 -2.77186 -3.12868 -0.1 0.2 0.0 0.809
O 3.78069 -3.13793 -1.73885 0.1 0.1 -0.1 -0.586
C 4.86862 -2.46805 -4.07480 0.2 0.0 0.1 -0.276
H 1.90670 -0.99621 -2.51095 0.0 -0.2 -0.1 0.024
H 3.58728 -0.43054 -2.63069 0.1 -0.1 0.0 0.037
H 2.62339 -0.71425 -4.11005 -0.1 -0.1 0.0 0.063
H 5.50054 -1.75364 -3.54400 -0.1 0.0 0.0 0.039
H 4.60398 -2.08083 -5.05916 -0.1 0.0 0.0 0.050
H 5.39816 -3.41358 -4.18648 -0.1 0.0 0.0 0.041
C 1.85726 -3.46708 6.76032 0.0 0.0 0.0 -0.262
S 1.15114 -1.87811 7.22383 0.1 -0.2 0.1 0.840
O 1.64785 -0.86936 6.23415 0.1 0.0 0.1 -0.580
C 2.11633 -1.66166 8.72590 -0.1 -0.1 0.0 -0.271
H 1.41746 -3.77316 5.81220 0.0 0.1 0.0 0.051
H 2.93823 -3.37296 6.64670 0.0 0.1 0.0 0.060
H 1.62100 -4.20932 7.52422 -0.1 0.0 0.0 0.026
H 3.17984 -1.68026 8.48775 0.0 0.0 -0.1 0.061
H 1.87302 -2.45484 9.43463 -0.1 -0.1 -0.1 0.056
H 1.86016 -0.69794 9.15484 0.0 0.0 -0.1 0.017
C 5.88699 -3.01097 2.12476 0.0 0.0 0.0 -0.266
S 7.06826 -3.61975 3.33966 -0.2 0.0 0.0 0.800
O 6.29472 -4.34405 4.39068 0.1 0.2 -0.1 -0.567
C 7.49223 -2.00031 4.00923 0.0 0.1 0.1 -0.274
H 5.45647 -3.86530 1.60543 0.0 0.0 0.0 0.060
H 5.09650 -2.45350 2.62612 0.1 0.0 0.1 0.034
H 6.40070 -2.37304 1.40462 0.0 0.0 0.0 0.060
H 6.59454 -1.50994 4.38785 0.0 -0.1 0.0 0.053
H 7.95365 -1.39473 3.22853 0.0 0.0 0.0 0.051
H 8.20015 -2.14311 4.82387 0.0 -0.1 0.0 0.045
C -5.48538 4.86513 -1.06469 0.1 0.1 0.1 -0.257
S -7.24578 4.52286 -0.90706 0.0 0.0 -0.1 0.779
O -7.98255 5.72669 -1.39963 0.1 -0.1 0.2 -0.570
C -7.28814 4.57464 0.89501 0.1 0.1 0.1 -0.269
H -5.24334 4.91750 -2.12420 -0.1 -0.1 0.0 0.055
H -5.24952 5.81744 -0.58711 -0.1 0.0 0.0 0.054
H -4.91642 4.05662 -0.60495 0.0 -0.1 -0.1 0.048
H -6.93941 5.54661 1.24685 0.0 0.0 -0.1 0.053
H -6.65836 3.77936 1.29448 0.0 0.0 -0.1 0.052
H -8.31669 4.41866 1.21600 0.0 0.0 -0.1 0.045
C 2.50331 2.38096 6.90993 -0.1 0.0 -0.1 -0.255
S 3.71315 1.86045 8.13552 -0.1 0.0 -0.1 0.826
O 2.96587 1.17114 9.22967 0.1 0.4 0.0 -0.565
C 4.11409 3.51603 8.71929 0.0 0.1 0.0 -0.277
H 2.08866 1.48603 6.44411 0.1 -0.1 0.1 0.018
H 1.70540 2.94508 7.39490 0.1 0.0 0.1 0.062
H 2.99668 2.99414 6.15338 0.1 0.0 0.1 0.052
H 3.21222 4.00810 9.08557 0.0 -0.1 0.0 0.055
H 4.55247 4.08986 7.90042 0.0 -0.1 0.0 0.023
H 4.83571 3.43043 9.53046 0.0 -0.1 0.0 0.048
C 6.83226 3.05381 -2.48960 0.0 0.1 -0.1 -0.277
S 6.57822 1.63051 -1.41274 -0.2 0.0 0.1 0.804
O 5.78421 0.63114 -2.18135 0.2 0.1 0.0 -0.558
C 5.43787 2.44714 -0.28104 0.0 0.0 0.0 -0.261
H 7.48898 2.75232 -3.30403 0.0 -0.1 0.0 0.045
H 5.87628 3.38557 -2.89571 0.0 -0.1 0.0 0.059
H 7.30248 3.85811 -1.92279 0.0 0.0 0.0 0.048
H 4.57116 2.81528 -0.83010 0.0 -0.1 0.0 0.064
H 5.95045 3.27146 0.21707 0.1 0.0 0.0 0.052
H 5.11088 1.72021 0.46054 -0.1 0.0 -0.1 0.035
C 0.28888 -8.51950 6.75972 0.0 0.0 -0.1 -0.271
S 1.22598 -8.00593 8.21050 0.0 0.1 0.0 0.809
O 1.11362 -6.52203 8.30527 0.0 -0.2 -0.1 -0.562
C 2.85102 -8.37392 7.52353 0.0 0.0 -0.1 -0.270
H -0.76626 -8.33564 6.95374 0.0 0.0 0.1 0.050
H 0.60557 -7.94259 5.89051 0.0 0.0 0.1 0.060
H 0.44564 -9.58430 6.58492 0.0 0.0 0.0 0.052
H 3.00230 -7.80597 6.60515 -0.1 0.0 0.0 0.061
H 2.92673 -9.44325 7.32425 0.0 0.0 0.0 0.051
H 3.60294 -8.08729 8.25641 -0.1 0.0 0.0 0.049
C 4.68724 8.28495 6.90386 0.1 0.1 0.0 -0.270
S 3.80075 6.73694 6.64834 0.0 0.0 -0.1 0.787
O 4.69354 5.83585 5.86293 -0.1 0.2 0.2 -0.553
C 2.57591 7.40891 5.51065 0.0 0.0 -0.1 -0.265
H 5.53102 8.08907 7.56314 0.0 -0.1 0.0 0.049
H 5.05099 8.66536 5.94906 0.0 -0.1 0.0 0.058
H 4.02185 9.01096 7.37193 0.0 0.0 0.0 0.052
H 3.07523 7.84538 4.64538 0.1 0.0 0.0 0.060
H 1.97932 8.16331 6.02429 0.0 0.0 0.0 0.053
H 1.93019 6.59493 5.18611 0.1 0.0 0.1 0.052
C -8.61222 1.14931 -4.64965 -0.1 -0.1 -0.1 -0.264
S -8.57307 1.69044 -2.93066 0.3 -0.1 0.1 0.793
O -7.95781 0.59712 -2.13248 -0.7 0.2 -0.2 -0.546
C -10.35732 1.60957 -2.67511 -0.1 -0.1 0.0 -0.270
H -7.58557 1.08595 -5.00719 0.0 0.0 0.1 0.054
H -9.08343 0.16820 -4.71971 0.0 0.0 0.1 0.057
H -9.16251 1.87814 -5.24689 0.0 0.0 0.1 0.047
H -10.71441 0.59785 -2.87218 0.1 0.0 0.0 0.054
H -10.85182 2.32158 -3.33717 0.0 0.0 0.0 0.048
H -10.56424 1.87358 -1.63946 0.1 0.0 0.0 0.045

=====

2.
162
Properties=species:S:1:pos:R:3:forces:R:3:lowdin_charge:R:1 method="wB97M-V/def2-TZVPD" fmax_ev_per_a=2.03 gap_ev=8.9 energy_ha=-5729.911599 e_above_lowest_kcal_mol=0.0
C 4.24522 1.05864 -3.16375 -0.1 0.5 0.7 -0.143
O 5.26428 1.75935 -2.46116 0.8 -0.1 -0.5 -0.121
H 3.48170 1.77033 -3.47945 -0.3 -0.2 -0.1 0.071
H 4.69374 0.59686 -4.04083 0.1 0.0 0.0 0.083
H 3.79690 0.28572 -2.53389 -0.1 -0.1 -0.1 0.059
H 5.06700 1.94723 -1.54307 -0.5 -0.1 0.0 0.068
C 1.20105 -0.47092 -4.57902 0.6 0.2 0.1 -0.138
O 2.03284 -1.61344 -4.78945 -0.4 -0.4 0.0 -0.128
H 1.55630 0.06998 -3.70371 -0.2 0.2 0.0 0.048
H 1.21351 0.19642 -5.44132 0.0 0.1 0.0 0.092
H 0.17453 -0.78467 -4.40850 0.2 -0.2 0.1 0.049
H 2.88482 -1.32512 -5.12283 0.0 0.1 0.0 0.063
C 1.89920 2.11527 3.65333 0.0 -1.7 -0.1 -0.134
O 1.40302 3.43398 3.65801 0.2 -0.2 0.3 -0.109
H 2.92864 1.98499 3.99655 0.1 0.5 -0.1 0.058
H 1.30556 1.39790 4.23863 -0.2 0.4 0.3 0.091
H 1.84240 1.66864 2.65810 0.1 0.6 -0.2 0.074
H 1.51987 3.77660 4.54921 -0.1 0.2 -0.1 0.094
C -3.68843 -1.75485 2.07532 0.6 -0.1 -0.4 -0.170
O -4.50270 -0.65849 1.72455 0.0 -0.1 -0.1 -0.122
H -2.67574 -1.65984 1.66364 -0.2 0.3 0.2 0.030
H -3.59768 -1.80596 3.15883 -0.2 -0.1 0.0 0.082
H -4.03130 -2.71726 1.67498 -0.4 0.0 0.2 0.083
H -4.45743 -0.55890 0.75853 -0.1 0.2 0.1 0.036
C -2.83180 3.18581 -2.63711 0.2 -0.3 0.2 -0.112
O -2.60638 1.94749 -1.96485 -0.4 0.1 -0.1 -0.153
H -3.87505 3.16897 -2.94188 0.0 0.2 0.0 0.085
H -2.64642 4.02719 -1.96857 -0.1 0.1 0.0 0.080
H -2.18912 3.27546 -3.51442 0.0 0.0 -0.1 0.075
H -1.68429 1.84182 -1.70156 0.2 0.0 -0.1 0.033
C 1.01002 3.73176 -2.87552 -1.1 0.0 -0.1 -0.154
O 0.76938 2.46292 -3.45016 0.2 -0.4 -0.5 -0.171
H 1.68020 4.31426 -3.50610 0.4 -0.4 0.1 0.077
H 0.07834 4.31079 -2.90966 0.0 0.1 0.4 0.064
H 1.35639 3.64723 -1.84548 0.2 0.2 0.0 0.081
H 0.31908 1.84884 -2.83295 0.5 0.7 -0.1 0.012
C -1.18738 5.11953 2.47355 -0.5 -0.8 0.0 -0.159
O -0.18275 4.56093 1.64770 0.3 0.1 -0.2 -0.132
H -1.56476 6.06347 2.08440 0.4 0.1 0.0 0.087
H -2.05596 4.45271 2.48060 -0.1 0.1 0.1 0.040
H -0.86088 5.21773 3.51213 0.1 0.3 0.0 0.070
H 0.41920 4.04074 2.20501 -0.2 0.4 -0.1 0.026
C -4.78021 2.91841 0.69769 1.0 -0.3 -0.4 -0.182
O -5.49492 3.57906 1.70255 0.0 0.1 -0.1 -0.116
H -5.40196 2.44505 -0.06445 -0.4 0.1 0.4 0.077
H -4.11563 3.60639 0.14832 0.0 0.0 0.1 0.075
H -4.15354 2.11465 1.11284 -0.1 0.0 -0.1 0.059
H -4.83328 4.03378 2.25394 -0.6 0.0 0.0 0.016
C -4.72182 -0.58504 -2.30793 -0.4 0.5 -0.4 -0.157
O -4.45150 0.10165 -1.10090 0.1 -0.1 -0.1 -0.142
H -5.54128 -0.11099 -2.86311 -0.2 -0.1 0.2 0.082
H -3.88249 -0.56687 -3.00807 0.1 -0.2 0.2 0.054
H -5.01865 -1.60735 -2.08507 0.1 -0.1 0.0 0.084
H -3.92020 0.88724 -1.32762 0.1 -0.1 0.2 0.037
C -0.28431 -3.08383 2.01113 -0.1 0.2 -1.0 -0.184
O -0.33439 -4.43045 2.39406 0.0 -0.1 0.6 -0.120
H 0.52387 -2.94054 1.28525 0.2 0.3 0.3 0.067
H -1.18747 -2.74464 1.48594 0.1 -0.3 0.1 0.043
H -0.17890 -2.40672 2.85838 0.3 -0.3 0.2 0.085
H -0.39092 -4.95065 1.58014 -0.2 0.1 0.0 0.023
C 5.11797 -0.16312 2.90461 -0.6 -0.8 -0.7 -0.107
O 5.42435 0.59038 4.06699 -0.1 0.3 0.6 -0.213
P 6.24440 1.94572 3.90049 0.7 -0.5 -0.3 0.362
O 5.80711 2.77536 2.77856 0.1 -0.1 0.1 -0.221
O 6.18111 2.63027 5.33591 -0.3 -0.9 -0.5 -0.204
C 4.99084 3.36386 5.67124 0.3 0.9 0.2 -0.087
O 7.74576 1.41392 3.75486 -0.6 1.0 0.2 -0.205
C 8.39009 0.67580 4.78333 0.2 -0.6 0.5 -0.102
H 5.23335 0.40306 1.98233 0.1 0.2 0.1 0.064
H 4.08511 -0.51043 2.95949 -0.1 0.3 0.2 0.086
H 5.68914 -1.08845 2.81451 0.4 0.2 0.3 0.085
H 4.36612 2.86639 6.41156 0.3 -0.3 0.0 0.092
H 4.37781 3.61095 4.80457 0.2 -0.1 -0.2 0.069
H 5.39012 4.28874 6.08644 -0.4 0.1 0.1 0.094
H 7.76039 0.47466 5.65163 -0.2 0.1 -0.2 0.087
H 9.27146 1.19764 5.15277 0.0 0.2 -0.3 0.090
H 8.69374 -0.28448 4.36812 0.0 0.0 0.0 0.089
C 4.96061 -3.16699 -2.56729 -0.4 0.0 -0.5 -0.090
O 6.04532 -2.49123 -1.93257 0.1 -0.5 1.2 -0.202
P 6.17593 -2.57058 -0.33482 0.5 0.4 -0.9 0.380
O 4.90233 -2.39288 0.37700 0.2 0.1 0.1 -0.229
O 6.94025 -3.92915 -0.04081 0.1 0.7 -0.2 -0.203
C 7.57204 -4.08798 1.24418 -0.2 -0.8 0.0 -0.077
O 7.30500 -1.46155 -0.09912 -0.4 -0.5 0.2 -0.212
C 6.91668 -0.09189 -0.29007 -0.2 0.4 0.4 -0.084
H 5.34344 -4.00467 -3.15047 0.1 0.1 0.0 0.093
H 4.48413 -2.43150 -3.21269 -0.1 -0.1 -0.2 0.074
H 4.19691 -3.55418 -1.89079 0.2 0.2 0.3 0.080
H 7.69409 -3.13787 1.75874 0.1 0.0 0.0 0.078
H 8.52780 -4.58173 1.07601 0.1 0.3 -0.1 0.091
H 6.96137 -4.78126 1.82549 0.0 0.3 0.1 0.093
H 7.17354 0.50424 0.58696 0.1 -0.3 0.1 0.085
H 5.83467 -0.03952 -0.40740 0.0 0.1 -0.2 0.063
H 7.43459 0.35009 -1.13628 -0.1 -0.3 -0.2 0.096
C -1.41051 1.34423 1.47764 1.2 0.8 -0.2 -0.059
O -1.51103 0.22971 0.58634 0.1 -0.5 -0.2 -0.194
P -0.33168 -0.14461 -0.39810 -0.6 -0.6 0.0 0.429
O -0.08528 0.84851 -1.47130 -0.1 -0.3 0.5 -0.229
O 0.88161 -0.39534 0.57035 -0.4 0.5 0.0 -0.197
C 2.22906 -0.42119 0.13793 1.2 -0.6 -0.4 -0.075
O -0.69450 -1.60649 -0.91552 0.6 1.0 0.5 -0.189
C -1.68124 -1.83628 -1.91520 -0.4 -0.7 -0.4 -0.073
H -0.35925 1.64496 1.52060 -0.1 0.1 0.1 0.071
H -1.70403 1.10703 2.49599 -0.4 -0.5 -0.2 0.089
H -1.95515 2.20331 1.09070 -0.2 -0.2 0.0 0.079
H 2.48212 0.22772 -0.70505 -0.6 0.2 0.0 0.077
H 2.49908 -1.43898 -0.15407 0.0 0.0 0.1 0.083
H 2.88000 -0.12955 0.96110 -0.3 -0.1 0.1 0.069
H -1.88505 -0.94018 -2.50006 -0.1 0.0 0.1 0.083
H -2.57198 -2.26971 -1.45374 -0.1 0.6 0.1 0.103
H -1.33832 -2.64552 -2.56639 0.3 0.4 0.0 0.053
C -2.27420 5.66893 6.90842 0.7 0.5 0.9 -0.111
O -2.74677 5.84613 5.58101 -0.7 -0.5 -0.4 -0.218
P -3.95751 4.90731 5.07187 0.0 0.6 -0.6 0.421
O -4.26870 5.08071 3.64305 0.8 0.1 0.7 -0.212
O -3.49018 3.45833 5.52869 -1.1 0.4 0.2 -0.200
C -2.50756 2.76367 4.77141 0.4 -0.8 0.0 -0.085
O -5.19313 5.26334 5.99864 0.9 -1.3 0.4 -0.193
C -5.69151 6.57580 6.10684 -0.8 1.2 0.0 -0.104
H -1.19247 5.51815 6.89180 -0.1 -0.1 -0.2 0.087
H -2.70536 4.84516 7.47682 -0.3 -0.1 -0.4 0.091
H -2.43965 6.58338 7.48235 -0.2 0.0 -0.1 0.091
H -2.67480 2.77554 3.69561 -0.1 0.5 0.1 0.065
H -2.55003 1.70670 5.03765 -0.2 0.1 0.3 0.098
H -1.51749 3.13149 5.04437 0.0 0.1 -0.3 0.089
H -5.09246 7.33936 5.60595 0.2 -0.3 0.0 0.093
H -5.79805 6.86231 7.15512 0.2 -0.3 0.0 0.091
H -6.69367 6.63368 5.67605 0.1 -0.3 -0.1 0.096
C -2.02792 -8.04290 -1.53259 -0.5 -1.0 0.4 -0.112
O -1.20955 -7.03341 -2.08603 0.3 1.0 -0.1 -0.208
P -1.31970 -5.51595 -1.56894 0.1 -1.0 -0.8 0.413
O -0.94994 -5.37700 -0.16273 0.0 0.4 -0.2 -0.192
O -0.44137 -4.75848 -2.68574 -0.6 -0.5 1.0 -0.221
C 0.81845 -4.21378 -2.35694 2.0 0.2 0.1 -0.110
O -2.79582 -5.07113 -1.89913 0.5 -0.3 0.2 -0.195
C -3.28776 -5.09937 -3.24558 -0.5 0.2 -0.7 -0.088
H -2.77996 -7.70316 -0.81651 -0.1 0.5 -0.3 0.092
H -1.47330 -8.79212 -0.96106 0.5 0.3 -0.2 0.089
H -2.49587 -8.57085 -2.36360 -0.2 0.1 0.1 0.091
H 1.63093 -4.72785 -2.88367 -0.4 -0.2 -0.3 0.094
H 1.13211 -4.29444 -1.31251 -0.8 0.0 0.2 0.090
H 0.90289 -3.16923 -2.65626 -0.4 0.0 0.0 0.074
H -2.59928 -5.43504 -4.02333 0.5 0.1 0.4 0.096
H -3.58315 -4.07616 -3.46627 -0.1 -0.4 0.1 0.052
H -4.13683 -5.77345 -3.35123 -0.1 0.1 0.5 0.101
C -4.31844 -0.58900 -6.84194 0.0 0.0 0.2 -0.079
O -4.28953 -2.01745 -6.95801 0.4 -0.5 0.4 -0.213
P -4.25981 -2.93137 -5.64317 -0.3 0.5 -0.4 0.366
O -4.27469 -4.36432 -5.94269 0.1 0.3 -0.1 -0.209
O -5.48584 -2.40097 -4.78311 0.6 0.0 0.6 -0.231
C -6.80275 -2.84719 -5.11330 -0.1 -0.5 -0.7 -0.073
O -3.02327 -2.38184 -4.79077 -0.8 -0.2 -0.1 -0.253
C -1.71116 -2.58658 -5.33101 0.5 0.3 -0.2 -0.068
H -3.57911 -0.18350 -6.14626 0.1 -0.3 0.0 0.086
H -5.29807 -0.29453 -6.46410 0.0 0.2 -0.3 0.087
H -4.08591 -0.22307 -7.83759 -0.3 0.2 0.0 0.093
H -7.47390 -2.75876 -4.26495 0.2 0.3 0.2 0.093
H -6.78678 -3.89742 -5.41159 0.1 0.0 0.0 0.087
H -7.15051 -2.26361 -5.96740 -0.2 0.0 0.1 0.091
H -1.08267 -3.15194 -4.64365 -0.3 -0.1 0.1 0.077
H -1.26989 -1.59554 -5.44135 0.0 -0.2 -0.2 0.077
H -1.71710 -3.10706 -6.28825 -0.2 0.0 0.0 0.102